No. 1
C39H32ClFIN4O6Pb | ωB97M-V with the def2-TZVPD basis set

Computed properties:
Net charge = +1
Kohn-Sham gap = 4.992 eV
ΔE to the lowest compared entry with this formula, charge and spin = 80.3 kcal per mole

Geometry as XYZ:
```
85
Properties=species:S:1:pos:R:3:lowdin_charge:R:1
Pb -0.090 -0.372 0.149 1.422
C -3.128 -1.057 3.731 -0.016
C -1.724 -0.887 4.195 -0.257
N -1.490 -0.515 5.409 0.119
C -0.270 -0.379 5.907 -0.094
C 0.852 -0.665 5.157 -0.147
C 2.217 -0.501 5.792 -0.215
O 2.987 -1.678 5.752 -0.058
C 0.677 -1.040 3.807 -0.084
C 1.826 -1.323 2.992 -0.049
N 1.840 -1.316 1.708 0.002
C 3.002 -1.603 1.012 -0.353
C 4.264 -1.150 1.408 -0.003
C 5.384 -1.406 0.641 -0.060
C 5.272 -2.103 -0.551 -0.067
C 4.033 -2.572 -0.961 -0.122
C 2.923 -2.320 -0.184 -0.552
I 1.032 -3.107 -0.725 1.237
C -0.640 -1.151 3.264 -0.328
O -0.933 -1.525 2.093 -0.199
H -3.806 -0.642 4.471 0.083
H -3.356 -2.113 3.592 0.087
H -3.254 -0.558 2.772 0.072
H -0.217 -0.018 6.924 0.115
H 2.095 -0.158 6.826 0.124
H 2.796 0.252 5.248 0.126
H 2.564 -2.355 6.295 0.107
H 2.723 -1.607 3.545 0.131
H 4.357 -0.590 2.327 0.119
H 6.353 -1.058 0.966 0.116
H 6.142 -2.289 -1.161 0.116
H 3.945 -3.128 -1.879 0.110
O -6.085 -2.738 -3.380 -0.045
C -5.415 -3.596 -2.490 -0.202
C -4.304 -2.848 -1.813 -0.148
C -3.590 -3.391 -0.749 0.027
C -2.562 -2.652 -0.196 -0.140
N -2.231 -1.448 -0.636 0.027
C -2.912 -0.898 -1.640 -0.176
C -3.958 -1.579 -2.254 0.076
C -2.495 0.434 -2.103 -0.183
C -3.299 1.197 -2.942 0.070
C -2.839 2.423 -3.405 -0.156
C -3.734 3.241 -4.302 -0.206
O -5.055 3.292 -3.825 -0.036
C -1.574 2.839 -3.010 0.032
C -0.854 2.039 -2.136 -0.099
N -1.310 0.883 -1.684 0.027
H -6.812 -3.209 -3.799 0.106
H -4.972 -4.454 -3.021 0.143
H -6.101 -3.993 -1.726 0.140
H -3.822 -4.369 -0.362 0.129
H -1.990 -3.021 0.640 0.094
H -4.505 -1.162 -3.081 0.117
H -4.285 0.878 -3.237 0.127
H -3.793 2.749 -5.279 0.141
H -3.316 4.242 -4.451 0.129
H -5.112 3.892 -3.074 0.104
H -1.168 3.770 -3.374 0.125
H 0.123 2.336 -1.780 0.126
F -0.612 5.036 3.670 0.085
C -0.488 3.928 2.927 -0.264
C -1.448 3.647 1.970 0.013
C -1.337 2.478 1.227 -0.109
C -0.256 1.657 1.445 -0.186
C 0.724 1.952 2.364 -0.092
C 0.602 3.101 3.135 0.023
H -2.275 4.322 1.821 0.125
H -2.090 2.245 0.490 0.098
H 1.580 1.311 2.494 0.098
H 1.339 3.367 3.874 0.127
Cl 6.735 2.258 -4.999 0.694
C 5.351 1.599 -4.212 -0.671
C 5.382 1.375 -2.842 -0.090
C 4.254 0.890 -2.210 -0.023
C 3.108 0.607 -2.942 -0.132
C 3.092 0.802 -4.317 -0.010
C 4.214 1.303 -4.954 -0.092
C 1.889 0.074 -2.223 -0.687
O 1.062 -0.602 -2.817 -0.032
O 1.844 0.400 -0.998 -0.148
H 6.271 1.586 -2.271 0.107
H 4.248 0.719 -1.145 0.107
H 2.199 0.560 -4.874 0.120
H 4.212 1.461 -6.021 0.107
```

***

No. 2
C39H32ClN7OPRu | ωB97M-V with the def2-TZVPD basis set

Computed properties:
Net charge = +2
Kohn-Sham gap (alpha / beta) = 4.632 / 2.926 eV
⟨S²⟩ = 8.846
Spin multiplicity = 6

Geometry as XYZ:
```
82
Properties=species:S:1:pos:R:3:lowdin_spin:R:1
Ru 12.868 14.061 9.552 0.740
Cl 10.389 11.923 7.514 0.201
C 10.573 10.438 8.420 0.262
C 9.972 9.336 7.849 0.120
C 10.230 8.043 8.331 0.063
C 11.016 7.941 9.468 0.266
C 11.553 9.077 10.071 0.087
C 11.366 10.312 9.565 0.130
P 12.500 11.681 10.227 0.129
C 13.993 10.838 9.709 0.467
C 14.287 10.705 8.314 0.350
C 15.510 10.318 7.855 0.047
C 16.368 9.678 8.730 0.437
C 16.010 9.507 10.074 0.275
C 14.859 10.104 10.544 0.086
C 12.175 11.466 11.970 0.009
C 13.210 11.623 12.912 0.005
C 12.994 11.529 14.298 0.002
C 11.729 11.102 14.716 -0.001
C 10.641 10.953 13.804 0.003
C 10.913 11.108 12.409 0.000
H 9.351 9.515 6.994 0.002
H 9.744 7.202 7.874 0.000
H 11.115 6.962 9.950 0.010
H 12.279 8.968 10.886 0.002
H 13.536 11.027 7.588 0.020
H 15.853 10.589 6.840 -0.004
H 17.270 9.156 8.430 0.020
H 16.596 8.848 10.709 0.010
H 14.547 9.913 11.619 -0.001
H 14.213 11.860 12.591 0.002
H 13.782 11.790 14.993 0.000
H 11.468 11.019 15.758 0.000
H 9.632 10.683 14.080 0.000
H 10.162 10.935 11.570 0.000
C 8.113 14.238 12.347 0.055
C 9.325 14.800 12.676 -0.001
C 10.258 15.015 11.661 0.056
C 9.990 14.724 10.322 0.022
C 8.706 14.212 9.992 0.047
C 7.842 13.917 11.017 -0.004
N 10.919 14.736 9.281 0.391
C 10.569 15.203 8.051 0.025
C 9.400 15.957 7.773 0.116
C 9.305 16.686 6.587 -0.011
C 10.233 16.513 5.572 0.130
C 11.354 15.670 5.745 -0.011
C 11.452 14.974 6.966 0.139
H 7.381 14.089 13.175 0.002
H 9.542 15.120 13.670 -0.001
H 11.231 15.508 11.924 0.004
H 8.430 13.899 8.984 0.002
H 6.959 13.299 10.827 -0.001
H 8.747 16.175 8.631 0.005
H 8.500 17.418 6.411 -0.003
H 10.079 17.013 4.607 0.006
H 12.154 15.541 5.033 -0.003
H 12.253 14.272 7.223 0.028
N 18.697 14.854 11.517 0.003
C 18.075 14.622 10.546 0.000
C 17.245 14.177 9.475 0.005
C 17.605 14.073 8.084 0.000
C 16.517 13.888 7.205 0.005
C 15.183 13.763 7.716 0.017
N 14.898 13.927 9.052 0.033
C 15.930 14.102 9.884 0.003
H 18.604 13.919 7.837 0.000
H 16.655 13.920 6.097 0.000
H 14.378 13.618 7.051 0.008
H 15.697 14.234 10.971 0.002
O 13.755 14.807 12.192 0.035
C 13.273 14.285 11.272 0.103
N 14.787 17.989 11.925 0.001
C 14.881 18.658 10.708 0.002
N 15.449 19.899 10.720 0.000
N 14.505 18.133 9.531 0.012
C 13.985 16.969 9.374 0.023
N 13.402 15.989 9.116 0.011
H 15.151 18.475 12.740 0.000
H 14.698 16.954 11.895 0.001
H 15.699 20.327 11.616 0.000
H 15.346 20.413 9.859 0.000
```